94
Properties=species:S:1:pos:R:3:forces:R:3 method="wB97M-V/def2-TZVPD" homo_ev="-15.3 / -15.3" s2=12.698 spin_multiplicity=7 lumo_energy_ev="-10.731 / -11.554" orbital_gap_ev="4.55 / 3.72" total_energy_ha=-4026.84044 charge=+3 e_above_lowest_kcal_mol=99.1
Tb 0.73718 -0.50042 -0.37791 -9.21 3.42 1.05
P 2.26353 -0.14280 1.26379 7.65 1.57 7.93
P 1.56726 1.14454 -1.79058 3.44 6.72 -5.98
P 0.11807 -2.64638 0.35542 -2.10 -8.05 2.30
H 0.21007 -3.66494 -9.67788 -0.13 -0.06 -0.06
C -0.62752 -4.20043 -9.23828 -0.12 0.16 0.20
C -1.86015 -3.69896 -9.24409 0.21 0.01 0.16
H -2.08219 -2.73219 -9.68856 0.04 -0.15 -0.03
C 3.91572 -0.90522 0.95209 -0.24 -0.37 -0.64
C 2.83742 1.55851 1.72537 -0.30 0.45 -0.55
C 1.94838 -0.73323 2.99162 -0.57 -0.34 -0.12
C 0.68347 1.46149 -3.37153 -0.24 -0.17 -0.20
C 1.76688 2.91258 -1.26883 -0.21 0.10 0.50
C 3.25636 0.80215 -2.44741 0.11 -0.56 0.21
C -0.99857 -3.70211 -0.66759 0.16 -0.11 0.10
C -0.67537 -3.00603 1.99393 0.00 0.54 0.16
C 1.58417 -3.74189 0.50830 0.37 0.26 -0.19
H -0.40545 -5.16732 -8.79373 -0.08 0.05 -0.12
H -2.69764 -4.23454 -8.80452 0.11 0.01 -0.11
H 4.61017 -0.73634 1.78302 -0.31 0.11 -0.06
H 4.32587 -0.47283 0.03544 0.10 -0.07 0.14
H 3.79863 -1.97831 0.78453 0.16 0.08 0.06
H 3.44053 1.51987 2.63932 -0.14 -0.25 -0.19
H 1.97469 2.20614 1.90101 0.33 -0.09 -0.01
H 3.44193 1.99227 0.92576 -0.02 -0.10 0.02
H 2.74063 -0.39294 3.66794 -0.07 0.03 -0.33
H 1.90019 -1.82093 3.02196 0.04 -0.01 0.02
H 0.99155 -0.34070 3.34489 0.12 -0.10 0.02
H 1.05177 2.39408 -3.81414 -0.02 -0.21 0.11
H -0.39064 1.53102 -3.18756 0.07 0.14 -0.06
H 0.85097 0.63379 -4.06306 0.03 0.07 0.02
H 2.72891 3.30229 -1.61960 -0.15 -0.19 0.01
H 1.71373 3.02323 -0.18523 -0.01 0.12 -0.12
H 0.96837 3.50941 -1.71900 0.05 -0.15 0.14
H 3.46575 1.39589 -3.34422 -0.18 -0.02 0.20
H 3.31243 -0.26128 -2.69226 0.20 0.08 -0.16
H 4.01370 1.01584 -1.68916 -0.06 0.02 -0.07
H -1.16210 -4.66064 -0.16312 0.11 0.15 -0.03
H -0.53652 -3.87480 -1.64154 -0.16 -0.06 0.08
H -1.96282 -3.20435 -0.79436 0.09 -0.08 -0.03
H -0.50421 -4.05498 2.25976 0.11 0.14 -0.24
H -1.75440 -2.83697 1.93469 0.29 0.03 0.00
H -0.26216 -2.37556 2.78510 -0.21 -0.09 -0.03
H 1.28111 -4.79210 0.58699 -0.02 0.23 0.01
H 2.15186 -3.45193 1.39632 -0.01 -0.17 -0.06
H 2.22363 -3.60462 -0.36592 0.08 -0.24 0.07
C -0.13842 -1.88633 -3.56121 -0.85 0.64 0.69
C 1.06607 -2.61082 -3.55839 0.83 -0.60 -0.29
C 1.57275 -3.16403 -4.73422 0.24 0.14 1.30
C 0.89668 -3.01115 -5.94484 -0.39 0.23 -0.03
C -0.30435 -2.29402 -5.95925 -0.53 0.44 0.22
C -0.81585 -1.73995 -4.79046 -0.31 -0.07 -1.00
S -0.85591 -1.12802 -2.14215 -0.98 -1.31 -3.81
H 1.94529 -1.37776 -1.06094 2.46 -2.02 -1.19
H 1.58427 -2.73917 -2.61201 0.09 -0.11 -0.23
H 2.50642 -3.72136 -4.69937 -0.18 0.10 0.01
H 1.29403 -3.44141 -6.85959 -0.10 0.05 0.10
H -0.84777 -2.16382 -6.89223 0.10 -0.10 0.13
H -1.74823 -1.18178 -4.81299 0.12 -0.11 -0.05
O -0.83288 0.88959 0.70112 1.48 -0.62 2.36
P -1.11678 1.39990 2.19910 -3.28 3.02 -1.46
C -2.18773 0.29745 3.22454 1.23 -0.38 0.48
C -2.27692 0.49688 4.61550 -0.03 -0.29 -0.06
C -3.08352 -0.32420 5.40253 -0.04 0.05 -0.49
C -3.81794 -1.34943 4.80894 0.22 0.15 -0.36
C -3.75325 -1.54158 3.42499 0.28 0.55 0.16
C -2.94581 -0.71345 2.63361 -0.06 -0.21 0.27
C 0.05983 2.52948 3.12712 0.63 -1.04 0.50
C 0.35574 3.82465 2.64523 0.23 -0.25 0.17
C 1.24168 4.65668 3.34532 -0.33 -0.57 -0.07
C 1.82674 4.22245 4.53602 -0.19 -0.26 -0.15
C 1.52724 2.95644 5.03521 -0.24 0.07 -0.36
C 0.65044 2.11822 4.34039 0.20 0.42 -0.35
C -2.37586 2.74949 1.93671 -0.01 0.19 -0.16
C -2.82405 3.11892 0.65998 -0.13 0.25 0.53
C -3.71624 4.19192 0.51400 0.17 -0.09 0.51
C -4.15647 4.90348 1.63263 0.19 -0.29 -0.21
C -3.71860 4.54253 2.90596 0.26 -0.36 -0.21
C -2.83882 3.47315 3.05744 -0.02 0.01 -0.55
H -1.73490 1.28759 5.10756 0.12 0.09 -0.02
H -3.13838 -0.16143 6.47248 0.01 0.02 -0.09
H -4.43952 -1.98869 5.42197 0.00 -0.02 -0.06
H -4.32854 -2.33354 2.96647 -0.06 0.03 -0.06
H -2.90474 -0.86378 1.56327 -0.05 0.02 -0.10
H -0.07742 4.18303 1.72182 -0.16 0.01 -0.02
H 1.47355 5.64453 2.96475 -0.10 -0.08 -0.03
H 2.51101 4.86636 5.07397 -0.04 0.01 -0.03
H 1.97862 2.61759 5.95909 -0.08 0.01 0.01
H 0.44662 1.14980 4.76637 -0.10 -0.17 0.00
H -2.47962 2.59637 -0.21992 0.04 -0.12 -0.05
H -4.05719 4.48181 -0.47014 0.01 -0.04 -0.03
H -4.83563 5.74040 1.51800 0.05 -0.08 -0.05
H -4.04791 5.09866 3.77584 0.01 -0.07 -0.06
H -2.49293 3.23101 4.05263 0.02 -0.05 0.06